An isolated molecule of C2H3BrClNO in a non-equilibrium geometry. Source: the Open Molecules 2025 dataset; level of theory: ωB97M-V with the def2-TZVPD basis set.

Geometry as XYZ:
```
9
C2H3BrClNO | the Open Molecules 2025 dataset | ωB97M-V with the def2-TZVPD basis set
C 1.17422 -0.10812 0.04354
C -0.21965 -0.61694 0.13631
O -0.51300 -1.76074 0.13480
N -1.27312 0.50992 -0.40705
Cl -1.12301 2.10004 0.18819
Br -2.96171 -0.26708 -0.23032
H 1.60040 0.80563 0.63161
H 1.43352 0.18677 -0.93177
H 1.88235 -0.84949 0.43470
```

The highest occupied orbital energy is -9.44 eV. As for the SMILES: CC(=O)N(Cl)Br. For the electronic energy, the calculation gives -3242.11539 Eh. The value obtained for the energy above the lowest of the compared OMol25 structures with the same formula, charge and spin is 254.0 kJ/mol. As for the charge: 0. The gap between HOMO and LUMO is 9.32 eV. The calculation puts the LUMO energy at -0.122 eV.

Atomic partial charges in e from the Löwdin method, atoms 1 to 2:
1 C -0.055
2 C -0.535

***

An isolated molecule of C2H3BrClNO in a non-equilibrium geometry. Source: the Open Molecules 2025 dataset; level of theory: ωB97M-V with the def2-TZVPD basis set.

Geometry as XYZ:
```
9
C2H3BrClNO | the Open Molecules 2025 dataset | ωB97M-V with the def2-TZVPD basis set
C 0.91904 -0.43809 -1.01748
C -0.44878 0.71537 0.66050
N 0.03235 -0.44507 0.02513
O 1.57997 0.55881 -1.31227
Cl -2.25090 0.74761 0.47764
Br -0.68031 -2.02432 0.52909
H 1.12726 -1.40440 -1.62999
H -0.40706 0.56071 1.78904
H 0.12843 1.72937 0.47834
```

The highest occupied orbital energy (spin up / spin down) is -6.22 / -10.72 eV. For the electronic energy, the calculation gives -3242.02228 Eh. The multiplicity is 3. The value obtained for the energy above the lowest of the compared OMol25 structures with the same formula, charge and spin is 16.6 kJ/mol. As for the charge: 0. The gap between HOMO and LUMO (spin up / spin down) is 6.93 / 7.33 eV. The calculation puts the LUMO energy (spin up / spin down) at 0.706 / -3.389 eV.

Atomic partial charges in e from the Löwdin method, atoms 1 to 2:
1 C -0.373
2 C -0.639

***

A cluster of 2 separate species, C2H3BrF2 in total in a non-equilibrium geometry. Source: the Open Molecules 2025 dataset; level of theory: ωB97M-V with the def2-TZVPD basis set.

Geometry as XYZ:
```
8
C2H3BrF2 | the Open Molecules 2025 dataset | ωB97M-V with the def2-TZVPD basis set
C 0.11507 0.01267 0.20284
C 1.36223 0.42215 0.93727
F 2.65477 0.22650 0.48511
F 1.16351 -0.91921 2.30601
Br 1.41047 1.99399 1.88890
H 0.23770 -0.83397 -0.54523
H -0.50522 -0.28825 1.12490
H -0.44412 0.86669 -0.30705
```

The highest occupied orbital energy is -11.34 eV. For the electronic energy, the calculation gives -2851.66853 Eh. The value obtained for the energy above the lowest of the compared OMol25 structures with the same formula, charge and spin is 223.3 kJ/mol. As for the charge: 0. The gap between HOMO and LUMO is 11.10 eV. The calculation puts the LUMO energy at -0.236 eV.

Atomic partial charges in e from the Löwdin method, atoms 1 to 2:
1 C -0.102
2 C -0.751

***

> Number 2 is which compound?

C2H3BrClNO